ORCA calculation (ωB97M-V/def2-TZVPD) on a 2-piece molecular cluster, C36H38N3O2 overall in a non-equilibrium geometry.

HOMO-LUMO gap	5.236	eV
E_LUMO	-4.6	eV
max |F|	2.572	eV Å⁻¹
net charge	+1
relative energy (zero: lowest compared OMol25 entry of this formula, charge and spin)	0.00	kcal/mol

Element x y z (Å)
C: -1.952 -4.656 1.094
C: -2.728 -4.082 0.076
C: -3.167 -2.769 0.205
C: -2.777 -1.986 1.302
C: -3.253 -0.546 1.309
C: -2.615 0.451 2.082
N: -3.375 1.521 2.542
C: -4.308 2.118 1.722
C: -4.982 3.247 2.139
C: -4.699 3.836 3.366
C: -3.792 3.192 4.213
C: -3.146 2.044 3.803
O: -4.267 -0.305 0.616
C: -2.089 -2.591 2.364
C: -1.679 -3.926 2.257
H: -1.625 -5.688 0.996
H: -3.023 -4.650 -0.809
H: -3.816 -2.323 -0.551
H: -1.714 0.240 2.641
H: -4.485 1.641 0.766
H: -5.744 3.638 1.470
H: -5.210 4.744 3.685
H: -3.586 3.554 5.216
H: -2.434 1.483 4.407
H: -1.902 -2.005 3.263
H: -1.166 -4.406 3.092
C: 2.240 -0.532 -5.066
N: 1.866 -0.825 -3.700
C: 1.585 -2.097 -3.274
O: 1.570 -3.092 -3.995
C: 1.291 -2.022 -1.782
C: 2.322 -2.761 -0.927
C: 2.328 -4.253 -1.170
C: 3.484 -4.893 -1.625
C: 3.431 -6.226 -2.033
C: 2.235 -6.943 -1.909
C: 1.104 -6.334 -1.353
C: 1.159 -4.992 -0.969
N: 1.263 -0.574 -1.540
C: 0.868 -0.094 -0.345
C: 0.808 1.270 -0.053
C: 0.255 1.881 1.068
C: 0.553 3.251 1.420
C: 0.386 3.771 2.741
C: 0.640 5.102 3.020
C: 1.044 5.988 2.017
C: 1.203 7.449 2.311
C: 1.298 5.485 0.739
C: 1.059 4.156 0.440
C: 1.699 0.226 -2.702
C: 3.051 0.934 -2.487
C: 0.653 1.242 -3.198
H: 2.329 -1.473 -5.613
H: 1.485 0.103 -5.546
H: 3.197 0.002 -5.095
H: 0.290 -2.449 -1.614
H: 3.316 -2.338 -1.143
H: 2.094 -2.550 0.129
H: 4.413 -4.319 -1.688
H: 4.321 -6.698 -2.450
H: 2.185 -7.977 -2.248
H: 0.175 -6.894 -1.224
H: 0.287 -4.501 -0.527
H: 0.590 -0.845 0.407
H: 1.285 1.915 -0.791
H: -0.363 1.281 1.732
H: 0.044 3.094 3.528
H: 0.513 5.487 4.028
H: 1.495 7.997 1.409
H: 0.273 7.897 2.694
H: 1.976 7.613 3.074
H: 1.665 6.156 -0.037
H: 1.216 3.811 -0.588
H: 3.841 0.188 -2.319
H: 3.298 1.515 -3.386
H: 3.025 1.616 -1.632
H: -0.259 0.714 -3.502
H: 0.390 1.976 -2.434
H: 1.059 1.787 -4.060



ORCA calculation (ωB97M-V/def2-TZVPD) on C36H38N3O6P2PtS2 as an isolated structure.

HOMO-LUMO gap	7.117	eV
E_LUMO	-3.6	eV
max |F|	0.582	eV Å⁻¹
net charge	+1
relative energy (zero: lowest compared OMol25 entry of this formula, charge and spin)	0.00	kcal/mol

Element x y z (Å)
Pt: 0.408 0.494 1.016
O: 1.708 -2.286 1.807
S: 1.933 -1.389 2.909
O: 3.143 -1.474 3.663
O: 1.751 0.062 2.440
C: 0.562 -1.591 4.010
C: 0.807 -1.885 5.338
C: -0.260 -2.055 6.209
C: -1.559 -1.923 5.746
C: -1.798 -1.616 4.413
C: -0.740 -1.454 3.523
P: -1.068 -1.065 1.778
C: -2.702 -0.284 1.803
C: -3.807 -0.827 1.156
C: -5.019 -0.148 1.165
C: -5.132 1.073 1.811
C: -4.030 1.620 2.457
C: -2.820 0.946 2.453
C: -1.233 -2.638 0.914
C: -0.570 -2.839 -0.289
C: -0.706 -4.047 -0.957
C: -1.493 -5.054 -0.421
C: -2.144 -4.861 0.792
C: -2.014 -3.656 1.461
H: 1.831 -1.978 5.674
H: -0.072 -2.286 7.249
H: -2.394 -2.053 6.422
H: -2.819 -1.497 4.071
H: -3.726 -1.776 0.642
H: -5.878 -0.581 0.669
H: -6.077 1.599 1.815
H: -4.114 2.570 2.969
H: -1.962 1.374 2.959
H: 0.074 -2.060 -0.679
H: -0.181 -4.206 -1.891
H: -1.591 -5.998 -0.940
H: -2.745 -5.653 1.219
H: -2.511 -3.515 2.414
N: -1.094 3.082 -1.859
C: -2.458 2.795 -2.116
C: -3.333 3.788 -2.518
C: -4.666 3.468 -2.742
C: -5.124 2.177 -2.528
C: -4.249 1.192 -2.089
C: -2.910 1.498 -1.911
S: -1.705 0.285 -1.490
N: -0.722 1.258 -0.471
C: -0.420 2.455 -0.870
C: 0.736 3.107 -0.219
C: 1.179 4.390 -0.470
C: 2.337 4.828 0.163
C: 3.009 3.978 1.018
C: 2.495 2.707 1.240
N: 1.387 2.301 0.634
H: -0.769 3.991 -2.141
H: -2.981 4.803 -2.660
H: -5.347 4.237 -3.077
H: -6.163 1.934 -2.699
H: -4.598 0.185 -1.907
H: 0.650 5.059 -1.134
H: 2.705 5.829 -0.021
H: 3.915 4.282 1.522
H: 2.956 1.990 1.908
C: 1.556 -1.141 -4.759
C: 1.894 -1.936 -3.517
O: 2.879 -1.249 -2.726
P: 2.331 -0.463 -1.398
O: 3.692 -0.392 -0.543
C: 4.271 -1.621 -0.036
C: 5.502 -1.978 -0.835
O: 2.276 1.094 -1.862
C: 3.422 1.886 -2.239
C: 3.856 1.648 -3.669
H: 0.896 -1.716 -5.409
H: 2.462 -0.903 -5.315
H: 1.056 -0.208 -4.494
H: 2.317 -2.909 -3.768
H: 0.994 -2.105 -2.914
H: 3.522 -2.416 -0.064
H: 4.506 -1.436 1.010
H: 5.244 -2.196 -1.870
H: 5.983 -2.856 -0.401
H: 6.218 -1.156 -0.815
H: 4.236 1.687 -1.542
H: 3.103 2.922 -2.105
H: 4.211 0.629 -3.806
H: 4.665 2.335 -3.922
H: 3.029 1.822 -4.359



ORCA calculation (ωB97M-V/def2-TZVPD) on C36H38N4O2PSbY as an isolated structure in a non-equilibrium geometry.

HOMO-LUMO gap	7.833	eV
E_LUMO	-2.5	eV
max |F|	2.038	eV Å⁻¹
net charge	+1
relative energy (zero: lowest compared OMol25 entry of this formula, charge and spin)	42.68	kcal/mol

Element x y z (Å)
Y: -0.783 -0.112 -0.458
O: -2.197 1.340 -0.907
C: -3.427 1.672 -0.572
C: -3.953 2.915 -0.960
C: -5.217 3.304 -0.575
C: -6.031 2.465 0.198
C: -5.551 1.226 0.539
C: -4.259 0.809 0.173
C: -3.909 -0.572 0.463
N: -2.757 -1.117 0.336
C: -2.673 -2.580 0.501
C: -1.524 -3.161 -0.367
N: -1.030 -2.186 -1.340
C: -0.860 -2.499 -2.569
C: -0.264 -1.653 -3.596
C: -0.223 -2.192 -4.894
C: 0.346 -1.511 -5.940
C: 0.906 -0.251 -5.687
C: 0.885 0.302 -4.424
C: 0.296 -0.376 -3.351
O: 0.296 0.171 -2.147
H: -3.327 3.555 -1.570
H: -5.592 4.274 -0.884
H: -7.023 2.777 0.496
H: -6.177 0.539 1.102
H: -4.747 -1.200 0.773
H: -3.617 -3.046 0.223
H: -2.488 -2.818 1.548
H: -1.852 -4.082 -0.851
H: -0.689 -3.417 0.285
H: -1.158 -3.498 -2.899
H: -0.658 -3.173 -5.059
H: 0.364 -1.937 -6.934
H: 1.364 0.300 -6.500
H: 1.318 1.274 -4.221
N: 1.852 -0.839 1.963
P: 1.792 -1.409 0.313
C: 2.758 -2.934 0.455
C: 2.211 -4.134 0.010
C: 2.934 -5.318 0.118
C: 4.201 -5.303 0.677
C: 4.757 -4.105 1.119
C: 4.045 -2.923 0.999
C: 2.956 -0.294 -0.521
C: 3.152 1.005 -0.073
C: 3.936 1.886 -0.808
C: 4.517 1.471 -1.996
C: 4.317 0.172 -2.451
C: 3.533 -0.709 -1.720
C: 0.875 -0.022 2.443
C: 0.854 0.245 3.890
C: 0.009 1.149 4.366
C: -0.860 2.022 3.507
C: -0.873 1.589 2.028
N: -0.023 0.434 1.638
H: 2.460 -1.282 2.636
H: 1.223 -4.145 -0.436
H: 2.507 -6.247 -0.237
H: 4.764 -6.224 0.764
H: 5.753 -4.095 1.542
H: 4.500 -1.987 1.308
H: 2.702 1.332 0.857
H: 4.091 2.896 -0.449
H: 5.129 2.158 -2.568
H: 4.768 -0.154 -3.379
H: 3.375 -1.718 -2.089
H: 1.495 -0.342 4.538
H: -0.061 1.301 5.441
H: -0.421 3.021 3.587
H: -1.904 1.383 1.727
C: -2.282 2.111 4.068
Sb: -0.163 3.132 0.602
C: -1.581 4.609 1.217
C: 1.367 3.835 1.933
H: -2.885 2.793 3.466
H: -2.282 2.478 5.097
H: -2.765 1.130 4.051
H: -1.473 4.776 2.289
H: -2.593 4.277 0.988
H: -1.387 5.544 0.690
H: 0.933 4.361 2.783
H: 2.012 4.527 1.386
H: 1.983 3.008 2.297



Question: Look up the relative energy (zero: lowest compared OMol25 entry of this formula, charge and spin) of the first one.
Answer: 0.00 kcal/mol



Question: Which of these has the highest HOMO-LUMO gap?
Answer: C36H38N4O2PSbY



Question: What is the max |F| in the first record?
Answer: 2.572 eV Å⁻¹



Question: What is the formula in the third record?
Answer: C36H38N4O2PSbY